[1]
{"formula": "C9H10OSe", "method": "wB97M-V/def2-TZVPD", "species": ["C", "C", "C", "C", "C", "C", "C", "C", "C", "O", "Se", "H", "H", "H", "H", "H", "H", "H", "H", "H", "H"], "positions_angstrom": [[0.29604, 0.87164, -0.34751], [0.56491, -2.25483, 0.14225], [-1.05631, 0.57897, -0.20482], [1.50105, -1.35460, -0.02603], [1.38813, 0.08452, -0.32054], [-1.75226, -0.57078, -0.50170], [-2.06540, 1.76242, -0.22601], [-3.30803, 1.33896, 0.56149], [2.87722, -1.97671, 0.08114], [2.65332, 0.69078, -0.27424], [-3.54028, -0.53591, 0.00958], [0.65627, 1.85874, -0.39162], [0.62074, -3.29544, 0.53091], [-1.52711, 2.56940, 0.14287], [-2.46979, 2.05757, -1.17044], [-3.25843, 1.08835, 1.68701], [-4.16304, 1.82838, 0.28656], [3.36367, -1.90998, -1.02036], [3.61919, -1.36768, 0.75498], [2.89310, -3.10368, 0.29146], [2.70701, 1.63986, -0.00497]], "e_tot_ev": -76881.0699, "orbital_gap_ev": [6.41, 7.11], "lumo_ev": [-0.88, -0.05], "de_lowest_kj_mol": 633.9}


[2]
{"formula": "C27H28BrNO4", "method": "wB97M-V/def2-TZVPD", "species": ["C", "C", "O", "C", "C", "C", "C", "C", "C", "Br", "C", "C", "O", "H", "H", "H", "H", "H", "H", "H", "H", "H", "H", "C", "O", "C", "C", "C", "C", "C", "C", "C", "N", "C", "C", "C", "C", "C", "C", "C", "O", "C", "C", "H", "H", "H", "H", "H", "H", "H", "H", "H", "H", "H", "H", "H", "H", "H", "H", "H", "H"], "positions_angstrom": [[-5.97023, -0.00512, 2.01036], [-4.76458, 0.80515, 2.45664], [-3.77053, -0.22722, 2.80766], [-2.62628, 0.35039, 3.19457], [-1.65986, -0.66666, 3.67676], [-0.38503, -0.53232, 3.01895], [0.10002, 0.76796, 2.81183], [1.35436, 1.00063, 2.28102], [2.11783, -0.09659, 1.85219], [3.82354, 0.18158, 1.03458], [1.60751, -1.42616, 1.98630], [0.35237, -1.64480, 2.54184], [-2.51186, 1.57496, 3.13952], [-6.75552, 0.71318, 1.77648], [-5.72769, -0.61692, 1.12825], [-6.29853, -0.66871, 2.81993], [-4.36421, 1.45355, 1.64603], [-4.98072, 1.38928, 3.36631], [-2.10060, -1.66218, 3.63246], [-0.55652, 1.64085, 2.95330], [1.70628, 2.01338, 2.11829], [2.18955, -2.26816, 1.60630], [-0.10777, -2.64045, 2.48287], [2.04311, -6.12363, 6.50167], [1.95743, -4.93774, 7.33791], [1.12486, -3.95497, 6.91002], [1.06105, -2.73692, 7.65707], [0.22287, -1.71975, 7.18079], [-0.49267, -1.84158, 5.96204], [-1.38863, -0.70692, 5.48469], [-2.69121, -0.73627, 5.97263], [-3.54328, 0.44554, 6.31276], [-2.78928, 1.60722, 6.86018], [-1.99551, 2.38747, 6.08850], [-1.36229, 3.49589, 6.60777], [-1.51249, 3.81060, 7.95630], [-2.37087, 2.98816, 8.72883], [-2.99048, 1.90028, 8.15833], [-3.41412, -2.01319, 6.25503], [-4.70359, -2.22323, 5.45866], [-3.16221, -2.79848, 7.17309], [-0.47148, -3.05923, 5.28267], [0.40128, -4.10342, 5.68474], [2.68586, -6.83048, 7.03273], [1.04202, -6.54894, 6.33041], [2.49156, -5.85728, 5.52936], [1.58510, -2.66048, 8.59425], [0.10797, -0.81858, 7.75044], [-0.83978, 0.29720, 5.63180], [-4.15313, 0.76137, 5.41407], [-4.24538, 0.12551, 7.11095], [-1.87003, 2.08839, 5.04314], [-0.76937, 4.11666, 5.92967], [-1.06592, 4.70586, 8.38694], [-2.58303, 3.19695, 9.78150], [-3.64565, 1.19188, 8.68138], [-4.63667, -1.72921, 4.48098], [-4.87840, -3.29484, 5.33070], [-5.53610, -1.77679, 6.02803], [-1.09384, -3.26123, 4.40919], [0.43830, -5.03568, 5.11173]], "e_tot_ev": -108171.1431, "orbital_gap_ev": 4.35, "lumo_ev": -1.08}


[3]
{"formula": "C24H23F10HfN4S4", "method": "wB97M-V/def2-TZVPD", "species": ["Hf", "C", "C", "S", "C", "C", "S", "C", "C", "S", "H", "H", "H", "H", "H", "H", "H", "H", "H", "H", "H", "H", "C", "N", "C", "C", "N", "C", "C", "F", "C", "F", "C", "F", "C", "F", "C", "F", "C", "C", "N", "C", "C", "F", "C", "F", "C", "F", "C", "F", "C", "F", "H", "H", "H", "H", "H", "H", "H", "H", "H", "H", "H", "S", "C", "N"], "positions_angstrom": [[-0.61628, -0.57956, -0.10218], [2.46482, -1.26097, 3.41724], [2.31270, -2.58837, 2.69377], [0.96373, -2.74568, 1.47738], [1.84282, -3.53410, 0.11818], [2.84560, -2.65410, -0.63188], [2.34209, -0.92778, -0.92255], [3.72722, -0.02034, -0.17407], [4.02028, -0.22774, 1.30729], [2.64089, 0.21042, 2.39163], [3.31590, -1.34896, 4.09485], [1.59144, -1.05674, 4.03951], [2.13167, -3.36991, 3.43182], [3.23297, -2.85036, 2.17439], [1.06220, -3.88902, -0.55059], [2.35580, -4.41577, 0.50445], [3.05850, -3.10569, -1.60012], [3.79028, -2.60058, -0.09250], [3.51544, 1.02971, -0.37762], [4.60910, -0.27938, -0.76256], [4.87817, 0.39709, 1.55969], [4.32237, -1.25523, 1.50251], [-0.27743, 0.96052, -3.10602], [-0.92660, 1.13739, -1.78297], [-2.40255, 1.16492, -1.97260], [-3.13884, 1.03249, -0.65266], [-2.61717, -0.12295, 0.08879], [-3.51827, -0.98626, 0.70983], [-3.07474, -2.26300, 1.00066], [-1.76020, -2.51685, 0.65303], [-3.81368, -3.26495, 1.58037], [-3.28325, -4.45879, 1.80614], [-5.12717, -2.98375, 1.91592], [-5.88842, -3.90850, 2.48275], [-5.62486, -1.71397, 1.66972], [-6.87002, -1.42281, 2.01626], [-4.83588, -0.73122, 1.09075], [-5.37237, 0.48686, 0.94861], [-0.44342, 2.43399, -1.20818], [0.65447, 2.11877, -0.21810], [0.08142, 1.17889, 0.74172], [-0.41055, 1.61214, 1.96341], [-0.92466, 0.63694, 2.81185], [-0.92704, -0.65121, 2.31940], [-1.41985, 0.84676, 4.07704], [-1.87508, -0.17125, 4.79741], [-1.43265, 2.14007, 4.57111], [-1.90369, 2.39712, 5.78349], [-0.95721, 3.15922, 3.76394], [-0.97872, 4.40760, 4.20719], [-0.46365, 2.90493, 2.49198], [-0.05454, 3.96824, 1.78207], [-0.52255, 1.81056, -3.74654], [0.80394, 0.90269, -2.98373], [-0.62309, 0.04396, -3.57137], [-2.69746, 2.09155, -2.47576], [-2.66720, 0.32345, -2.61256], [-3.05440, 1.94247, -0.05034], [-4.19234, 0.90569, -0.88985], [-0.12122, 3.09613, -2.01434], [-1.26454, 2.91842, -0.68106], [1.48362, 1.63114, -0.73823], [1.05412, 3.01850, 0.23836], [-0.34263, -2.17916, -2.10317], [-2.03079, -2.31203, -2.18949], [-3.18267, -2.38263, -2.23827]], "total_charge": 1, "e_tot_ev": -103039.1719, "orbital_gap_ev": 8.09, "lumo_ev": -2.96, "de_lowest_kj_mol": 33.8}


[4]
{"formula": "C54H48BBr2F4IN8PtS", "method": "wB97M-V/def2-TZVPD", "species": ["Pt", "S", "C", "C", "C", "C", "C", "N", "H", "H", "H", "H", "Br", "C", "C", "C", "C", "C", "C", "I", "H", "H", "H", "H", "C", "C", "C", "C", "C", "C", "C", "C", "C", "C", "C", "C", "N", "B", "N", "C", "C", "C", "C", "C", "C", "C", "C", "C", "C", "C", "C", "C", "C", "H", "H", "H", "H", "H", "H", "H", "H", "H", "H", "H", "H", "H", "H", "H", "H", "H", "H", "H", "H", "H", "H", "H", "H", "H", "H", "H", "H", "H", "H", "H", "H", "H", "H", "H", "H", "F", "C", "C", "F", "C", "C", "C", "F", "C", "C", "C", "N", "C", "N", "F", "C", "C", "N", "C", "N", "Br", "C", "C", "C", "N", "C", "C", "H", "H", "H", "H"], "positions_angstrom": [[0.52526, 0.11018, 0.61937], [1.21928, 2.00007, 2.36550], [0.18117, 0.93470, 3.22559], [-0.23385, 1.17939, 4.53468], [-1.13220, 0.30457, 5.11384], [-1.61986, -0.75945, 4.35899], [-1.16285, -0.93759, 3.06610], [-0.25165, -0.13193, 2.51592], [0.13084, 2.04880, 5.05595], [-1.47464, 0.46933, 6.12189], [-2.34195, -1.44862, 4.76730], [-1.54600, -1.73338, 2.44575], [-3.76893, 5.08483, -3.82549], [-2.20858, 4.81913, -4.87421], [-2.04633, 5.53912, -6.05235], [-0.92023, 5.34196, -6.83007], [0.04529, 4.42382, -6.43775], [-0.11162, 3.71350, -5.26185], [-1.23206, 3.91083, -4.47567], [-1.42537, 2.85790, -2.67732], [-2.80292, 6.25096, -6.34602], [-0.79340, 5.90249, -7.74164], [0.92212, 4.26428, -7.04510], [0.63608, 3.00316, -4.95117], [1.89557, -5.12862, 4.33811], [1.52744, -3.73237, 3.82547], [1.32102, -2.77553, 5.00141], [0.28580, -3.82062, 2.96912], [-0.86606, -4.34792, 3.54090], [-2.01781, -4.51697, 2.79863], [-2.01806, -4.18102, 1.45730], [-0.90109, -3.61558, 0.84317], [-1.06859, -3.26172, -0.62247], [-1.73439, -1.88781, -0.72410], [0.18311, -3.31973, -1.49434], [0.24406, -3.40349, 1.62435], [1.43371, -2.84077, 1.08102], [1.82435, -1.47930, 0.75253], [3.23491, -1.60921, 0.39161], [3.58742, -2.91409, 0.50549], [2.51200, -3.64657, 0.94310], [4.16512, -0.67091, -0.12500], [4.57267, 0.42101, 0.67072], [5.42961, 1.36301, 0.11478], [5.89911, 1.22324, -1.17849], [5.55496, 0.10803, -1.91776], [4.71853, -0.87440, -1.40283], [4.51171, -2.12739, -2.21904], [5.80559, -2.94997, -2.16491], [4.13701, -1.84383, -3.67378], [4.14686, 0.51909, 2.11810], [4.73986, -0.62199, 2.95209], [4.50198, 1.85246, 2.77247], [2.84463, -5.08405, 4.86412], [1.97728, -5.83997, 3.51961], [1.14505, -5.49909, 5.02887], [2.37486, -3.36243, 3.24114], [0.46375, -3.07490, 5.59985], [1.16746, -1.75571, 4.65172], [2.20207, -2.78751, 5.63720], [-0.85276, -4.65539, 4.57449], [-2.90667, -4.92597, 3.25287], [-2.89726, -4.39045, 0.86563], [-1.76751, -4.00244, -1.03047], [-1.06521, -1.13212, -0.26584], [-2.68352, -1.87196, -0.19610], [-1.92639, -1.61649, -1.75930], [0.84356, -2.47113, -1.30212], [-0.11722, -3.29812, -2.53992], [0.72575, -4.24514, -1.32245], [4.58657, -3.26449, 0.32828], [2.46794, -4.70124, 1.14442], [5.76932, 2.19598, 0.70341], [6.55804, 1.96864, -1.59667], [5.96628, -0.01763, -2.90582], [3.70128, -2.72350, -1.78750], [6.61028, -2.43200, -2.67791], [5.66218, -3.91291, -2.64473], [6.13266, -3.11111, -1.14096], [4.94014, -1.35338, -4.21514], [3.25446, -1.21278, -3.73749], [3.92695, -2.78070, -4.18278], [3.04681, 0.41225, 2.14299], [5.82422, -0.53621, 2.96043], [4.47507, -1.59939, 2.56036], [4.37512, -0.55809, 3.97486], [5.57975, 1.94982, 2.87421], [4.06953, 1.90128, 3.76797], [4.11527, 2.69362, 2.20472], [-4.33287, 0.97257, -0.64979], [-5.14815, 1.34224, 0.35092], [-6.51523, 1.24986, 0.18231], [-6.97667, 0.77878, -0.97388], [-7.42499, 1.63138, 1.20084], [-6.84278, 2.03898, 2.42477], [-5.47376, 2.13259, 2.58578], [-4.98698, 2.52256, 3.76383], [-4.57454, 1.81793, 1.54634], [-3.16674, 1.99596, 1.71231], [-2.17056, 1.65472, 0.82735], [-1.20346, 1.40964, 0.22659], [-2.59069, 2.56455, 2.85711], [-1.98279, 2.96906, 3.74604], [-7.61784, 2.34808, 3.45609], [-8.83456, 1.62435, 1.00815], [-9.42709, 1.31436, -0.22175], [-9.94657, 1.07250, -1.21796], [-9.73972, 1.95756, 2.02519], [-10.51442, 2.22494, 2.83038], [3.52513, 2.22859, -4.94833], [2.60057, 1.65204, -3.40430], [2.91355, 2.17758, -2.15406], [2.27322, 1.67156, -1.04158], [1.37633, 0.68131, -1.11221], [1.03258, 0.21915, -2.31636], [1.61289, 0.67425, -3.48372], [3.64295, 2.96607, -2.06294], [2.50473, 2.06978, -0.06010], [0.26893, -0.54453, -2.35803], [1.29323, 0.28617, -4.43839]], "total_charge": 2, "e_tot_ev": -242495.4197, "orbital_gap_ev": 3.99, "lumo_ev": -8.66, "de_lowest_kj_mol": 105.6}